No. 1
Formula: C2H4O3S2
Source: the OMol25 dataset
Level of theory: ωB97M-V/def2-TZVPD

Summary:
Energy, eV: -29948.8885
LUMO energy, eV: 0.6
HOMO energy, eV: -9.722
2S+1: 1
Orbital gap, eV: 10.32

```
11
Properties=species:S:1:pos:R:3:forces:R:3:lowdin_charge:R:1
C 2.115 1.022 0.180 0.4 0.7 0.2 -0.259
C 0.959 0.953 -0.429 -3.4 1.3 -1.6 -0.099
O 0.159 -1.192 0.979 0.9 0.3 -1.1 -0.295
O 1.249 -1.709 -1.191 0.1 0.3 0.0 -0.242
O 2.491 -0.222 0.521 0.2 -1.3 0.1 -0.136
S -3.021 -0.753 -0.055 -0.9 0.4 0.4 0.471
S 1.008 -0.804 -0.124 -1.0 -0.2 1.5 0.711
H 2.730 1.830 0.467 0.6 0.7 0.2 0.125
H -4.321 -1.094 -0.234 0.4 -0.1 -0.2 -0.218
H 0.110 1.682 -0.805 2.2 -1.9 0.8 0.148
H -3.478 0.287 0.690 0.5 -0.3 -0.2 -0.208
```
Positions in Å, forces in eV/Å.

No. 2
Formula: C2H4O4
Source: the OMol25 dataset
Level of theory: ωB97M-V/def2-TZVPD

Summary:
Energy, eV: -10327.6058
LUMO energy, eV: 0.3
HOMO energy, eV: -11.120
SMILES string: O=COC(O)O
2S+1: 1
Orbital gap, eV: 11.43

```
10
Properties=species:S:1:pos:R:3:forces:R:3:lowdin_charge:R:1
O 2.035 -0.230 0.267 -1.1 -0.7 0.6 0.112
C 1.225 -0.780 -0.422 1.1 1.9 -4.0 -0.272
O 0.041 -0.179 -0.937 1.2 -0.8 0.8 0.018
C -0.663 0.165 0.242 1.6 -2.4 2.6 -0.600
O -0.288 1.374 0.736 0.0 1.0 0.1 0.078
O -1.998 0.075 0.118 -0.4 -0.1 -0.5 0.099
H 1.471 -1.578 -1.137 -0.1 -0.6 0.7 0.154
H -0.227 -0.711 0.929 -2.0 1.8 -0.2 0.182
H 0.665 1.372 0.918 -0.2 -0.1 -0.1 0.103
H -2.261 0.491 -0.714 0.0 0.1 0.1 0.127
```
Positions in Å, forces in eV/Å.

No. 3
Formula: C2H4O4
Source: the OMol25 dataset
Level of theory: ωB97M-V/def2-TZVPD

Summary:
Energy, eV: -10327.7893
LUMO energy, eV: 0.1
HOMO energy, eV: -10.040
SMILES string: O=CC(=O)O.O
2S+1: 1
Orbital gap, eV: 10.17

```
10
Properties=species:S:1:pos:R:3:forces:R:3:lowdin_charge:R:1
O 0.330 -0.731 -2.211 0.2 0.3 0.5 0.094
C 0.658 0.114 -1.430 -0.2 0.8 -0.6 -0.186
C -0.236 1.360 -1.064 1.4 -3.1 -0.4 -0.555
O -1.356 1.516 -1.402 -1.1 0.9 -0.2 0.145
O 0.544 2.077 -0.286 -1.2 3.7 0.5 0.102
H 1.662 0.282 -0.975 -0.2 -0.8 -0.2 0.133
H 0.063 2.975 -0.179 1.1 -1.8 0.2 0.185
O -0.704 -0.967 0.673 -2.5 -2.1 -2.4 -0.144
H -1.592 -0.588 0.266 2.7 -1.3 1.2 0.102
H -0.668 -1.951 0.274 -0.2 3.4 1.3 0.122
```
Positions in Å, forces in eV/Å.